(1)
ORCA calculation (the ωB97M-V functional and the def2-TZVPD basis) on C26H17Cl3N6NiO2S as an isolated structure.

XYZ file:
```
56
C26H17Cl3N6NiO2S | the OMol25 dataset | the ωB97M-V functional and the def2-TZVPD basis
Ni -0.665 0.144 0.593
Cl 3.961 -1.734 -2.507
Cl 2.283 0.585 -2.101
Cl 1.833 -1.127 -4.393
S -3.529 0.013 -3.658
O 1.138 -0.195 0.835
O -2.462 0.494 0.422
N 0.697 -2.664 -1.407
N -0.297 1.748 -0.433
N -0.464 3.257 -2.033
N 0.315 -2.057 1.883
N -0.872 -1.446 1.494
N -1.355 -0.205 -2.342
C 1.406 -1.933 -1.930
C 4.266 -3.453 2.401
C 5.319 -2.636 2.007
C 0.433 3.780 -1.115
C 1.981 5.150 0.013
C 2.089 4.183 1.026
C -3.264 -1.578 1.352
C 2.325 -1.077 -2.684
C 3.749 -0.970 1.276
C -2.846 1.435 -3.008
C -1.967 -2.067 1.732
C -2.228 -0.896 -3.000
C -5.655 -1.990 1.281
C 1.300 -1.322 1.463
C 0.532 2.812 -0.111
C 1.152 4.969 -1.076
C -4.752 0.057 0.371
C 2.694 -1.784 1.673
C -0.848 2.035 -1.584
C -5.827 -0.753 0.647
C -3.434 -0.325 0.711
C 5.059 -1.396 1.444
C -4.384 -2.381 1.625
C -1.708 1.121 -2.333
C 1.371 3.005 0.984
C 2.958 -3.030 2.236
H 6.341 -2.970 2.137
H 1.070 5.713 -1.857
H -6.505 -2.622 1.497
H -3.331 2.393 -3.093
H 1.455 2.246 1.749
H 2.565 6.058 0.087
H -6.823 -0.426 0.371
H -2.159 -1.966 -3.137
H 4.467 -4.423 2.837
H -1.889 -3.026 2.238
H -4.223 -3.333 2.118
H -0.681 3.625 -2.942
H -4.882 1.019 -0.111
H 3.531 -0.009 0.829
H 5.877 -0.758 1.132
H 2.755 4.368 1.858
H 2.127 -3.656 2.532
```

Results
energy: -129720.576 eV
total charge: 0
multiplicity: 1

How positive or negative is each atom? The Löwdin charges in e answer that:
1. Ni 0.560
2. Cl 0.628
3. Cl 0.674
4. Cl 0.605
5. S 1.034
6. O -0.148
7. O -0.121
8. N 0.226
9. N 0.095
10. N 0.193
11. N 0.101
12. N -0.061
13. N 0.057
14. C -0.404
15. C -0.082
16. C -0.093
17. C -0.183
18. C -0.087
19. C -0.077
20. C -0.143
21. C -1.595
22. C -0.040
23. C -0.345
24. C -0.039
25. C -0.441
26. C -0.108
27. C -0.453
28. C -0.208
29. C -0.018
30. C -0.023
31. C -0.148
32. C -0.254
33. C -0.092
34. C -0.325
35. C -0.088
36. C -0.056
37. C -0.336
38. C 0.002
39. C -0.027
40. H 0.099
41. H 0.110
42. H 0.095
43. H 0.081
44. H 0.112
45. H 0.103
46. H 0.101
47. H 0.084
48. H 0.101
49. H 0.134
50. H 0.109
51. H 0.169
52. H 0.110
53. H 0.100
54. H 0.101
55. H 0.104
56. H 0.108

(2)
ORCA calculation (the ωB97M-V functional and the def2-TZVPD basis) on a 2-piece molecular cluster, C26H17N2O2 overall in a non-equilibrium geometry.

XYZ file:
```
47
C26H17N2O2 | the OMol25 dataset | the ωB97M-V functional and the def2-TZVPD basis
O 1.516 3.245 0.528
O -1.004 -0.009 2.957
N -1.451 -2.950 -6.989
N 1.220 -2.644 0.999
C 1.944 2.102 5.559
C 2.376 0.049 -0.917
C -4.052 -1.306 -0.204
C 1.320 -1.957 0.048
C -2.871 0.478 0.932
C 1.057 -0.715 -3.506
C -0.925 -2.670 -5.981
C -3.951 -0.392 0.857
C 2.672 3.086 4.853
C -0.086 1.580 1.315
C -2.038 -0.383 -1.176
C -0.344 -3.139 -3.631
C -3.097 -1.284 -1.232
C 2.392 3.344 3.507
C -0.277 0.931 2.655
C 0.246 -2.759 -2.436
C 0.950 -1.525 -2.329
C 0.681 1.620 3.575
C 0.926 1.379 4.924
C 1.485 -1.121 -1.076
C 0.450 -1.106 -4.686
C 1.410 2.589 2.872
C 1.008 2.593 1.436
C -0.616 1.191 0.117
C -1.833 0.434 -0.037
C -0.270 -2.307 -4.755
H -3.184 -1.970 -2.080
H 3.455 3.650 5.363
H -4.713 -0.358 1.640
H 1.983 0.689 -0.118
H 1.615 0.222 -3.474
H 0.169 -3.414 -1.566
H 2.176 1.909 6.607
H 3.379 -0.273 -0.596
H 0.321 0.641 5.448
H -0.104 1.523 -0.787
H 2.911 4.116 2.941
H -1.303 -0.333 -1.985
H -0.868 -4.093 -3.699
H 0.537 -0.481 -5.576
H 2.468 0.650 -1.822
H -4.868 -2.030 -0.222
H -2.809 1.195 1.748
```

Results
energy: -34313.736 eV
total charge: -1
multiplicity: 1

How positive or negative is each atom? The Löwdin charges in e answer that:
1. O 0.081
2. O 0.095
3. N 0.087
4. N 0.093
5. C -0.067
6. C -0.083
7. C -0.079
8. C -0.282
9. C -0.034
10. C -0.054
11. C -0.231
12. C -0.081
13. C -0.070
14. C -0.066
15. C -0.006
16. C -0.065
17. C -0.068
18. C -0.005
19. C -0.276
20. C -0.053
21. C -0.238
22. C -0.087
23. C 0.001
24. C -0.318
25. C -0.068
26. C -0.093
27. C -0.308
28. C 0.067
29. C -0.186
30. C -0.295
31. H 0.106
32. H 0.100
33. H 0.101
34. H 0.043
35. H 0.087
36. H 0.100
37. H 0.100
38. H 0.081
39. H 0.120
40. H 0.137
41. H 0.119
42. H 0.107
43. H 0.110
44. H 0.109
45. H 0.061
46. H 0.098
47. H 0.113

(3)
ORCA calculation (the ωB97M-V functional and the def2-TZVPD basis) on C26H18CaCl4F5N3O2Se as an isolated structure.

XYZ file:
```
60
C26H18CaCl4F5N3O2Se | the OMol25 dataset | the ωB97M-V functional and the def2-TZVPD basis
Se 0.959 3.662 -3.620
Ca -0.680 0.111 1.765
Cl 1.611 -0.136 6.418
Cl 4.712 0.405 6.292
Cl 4.214 1.459 0.975
Cl 6.037 1.202 3.557
F -2.034 4.620 -3.569
F 1.537 4.106 -6.657
F -3.581 5.517 -5.540
F -0.042 5.003 -8.602
F -2.622 5.722 -8.089
O 1.395 0.950 1.482
O 0.248 0.225 3.835
N 0.840 -2.009 1.812
N 2.105 -1.375 0.003
N -1.526 0.968 -0.490
C 0.281 4.439 -6.319
C -3.205 -3.808 0.337
C 1.526 0.450 3.800
C -0.521 4.903 -7.345
C -3.623 -3.398 -0.920
C 0.515 -2.900 2.748
C 4.325 0.922 3.661
C 3.741 0.568 4.859
C -3.436 -2.072 -1.285
C -2.846 -1.171 -0.399
C 1.027 -4.180 2.801
C -1.485 4.692 -4.793
C 2.308 -3.640 0.851
C 2.358 0.335 4.916
C -2.780 0.284 -0.825
C -2.593 -2.894 1.193
C 2.144 0.835 2.546
C -2.379 -1.543 0.879
C -1.695 2.415 -0.646
C -2.307 5.161 -5.802
C -1.830 5.270 -7.094
C 1.754 -2.347 0.894
C 1.933 -4.550 1.809
C 3.520 1.046 2.518
C -0.437 0.521 -1.370
C -0.156 4.307 -4.996
H 0.470 1.069 -1.117
H -0.747 2.919 -0.461
H -4.080 -4.099 -1.610
H -2.007 2.684 -1.663
H -0.669 0.730 -2.422
H 3.028 -3.890 0.082
H -0.262 -0.547 -1.241
H -3.583 0.829 -0.316
H -2.445 2.776 0.062
H 2.356 -5.548 1.798
H -0.186 -2.549 3.498
H -2.259 -3.278 2.157
H -3.338 -4.841 0.645
H -3.749 -1.736 -2.270
H 1.958 -0.416 0.340
H 0.726 -4.861 3.585
H -2.971 0.380 -1.906
H 2.958 -1.521 -0.510
```

Results
energy: -183286.148 eV
total charge: -2
multiplicity: 1

How positive or negative is each atom? The Löwdin charges in e answer that:
1. Se 0.443
2. Ca 1.397
3. Cl 0.622
4. Cl 0.588
5. Cl 0.654
6. Cl 0.592
7. F 0.044
8. F 0.041
9. F 0.082
10. F 0.079
11. F 0.076
12. O -0.314
13. O -0.286
14. N 0.063
15. N 0.150
16. N -0.359
17. C -0.283
18. C -0.140
19. C -0.449
20. C -0.163
21. C -0.136
22. C -0.149
23. C -0.733
24. C -0.732
25. C -0.087
26. C -0.300
27. C -0.088
28. C -0.276
29. C -0.031
30. C -0.619
31. C -0.208
32. C -0.185
33. C -0.438
34. C -0.179
35. C -0.101
36. C -0.163
37. C -0.165
38. C -0.363
39. C -0.096
40. C -0.613
41. C -0.102
42. C -0.639
43. H 0.076
44. H 0.083
45. H 0.081
46. H 0.077
47. H 0.083
48. H 0.100
49. H 0.078
50. H 0.117
51. H 0.080
52. H 0.096
53. H 0.111
54. H 0.059
55. H 0.080
56. H 0.094
57. H 0.045
58. H 0.090
59. H 0.117
60. H 0.095